[1]
8
Properties=species:S:1:pos:R:3:forces:R:3 method="wB97M-V/def2-TZVPD" charge=0 smiles="N#C[C@@H](Cl)[N+](=O)[O-]" e_above_lowest_kj_mol=429.54 gap_ev=10.23
N -1.0841 -0.2588 -2.6843 -0.044 0.050 -0.626
C -0.4279 0.0146 -1.7880 -1.298 0.021 -0.159
C 0.1632 0.1655 -0.5346 4.908 -0.255 2.776
Cl 2.0360 -0.5764 -0.8223 -2.425 0.793 0.484
N 0.5827 1.6164 -0.0362 -0.825 -2.312 -1.541
O 0.5787 2.3768 -0.9230 -0.080 2.663 -2.509
O 0.9099 1.8111 1.0752 0.221 -0.588 2.240
H -0.1522 -0.3271 0.3857 -0.455 -0.374 -0.665

=====

[2]
96
Properties=species:S:1:pos:R:3:forces:R:3 method="wB97M-V/def2-TZVPD" charge=+2 e_above_lowest_kj_mol=270.86 gap_ev="7.48 / 4.94" spin_multiplicity=5
Os -0.7878 0.2166 0.0996 1.370 0.955 -0.245
O 2.0883 2.0713 0.0472 -0.143 0.008 0.613
S 1.0962 2.9196 0.6713 0.500 -0.034 -0.281
O 0.9370 4.2055 0.0771 -0.058 0.082 0.257
N -0.3640 2.1067 0.5875 1.171 -0.849 0.090
C -1.4672 2.8777 0.8122 -1.934 1.396 0.376
C -1.5153 4.0497 1.5575 0.006 -0.814 -0.341
C -2.7053 4.7714 1.6515 -0.513 0.064 -0.137
C -3.8404 4.3761 0.9839 0.262 0.097 0.220
C -3.8419 3.1877 0.2214 0.413 -0.259 0.101
C -4.9460 2.7077 -0.5096 0.298 -0.140 -0.061
C -4.8027 1.5664 -1.2608 -0.034 0.098 0.098
C -3.5963 0.8553 -1.2316 -0.038 -0.078 -0.307
N -2.5667 1.2412 -0.5004 0.407 -0.298 0.024
C -2.6578 2.4132 0.1764 0.200 1.062 0.567
C 1.5121 3.0768 2.3914 -0.395 -0.103 -0.431
C 2.1850 4.2192 2.7805 0.039 0.211 -0.090
C 2.4936 4.3959 4.1195 -0.096 -0.116 -0.079
C 2.1010 3.4410 5.0459 0.070 0.021 -0.016
C 1.4371 2.2922 4.6365 -0.059 -0.100 -0.072
C 1.1402 2.0985 3.2948 -0.051 -0.137 0.120
H -0.6352 4.4009 2.0695 -0.012 0.123 0.042
H -2.7125 5.6649 2.2588 -0.076 0.067 -0.042
H -4.7374 4.9694 1.0417 -0.171 0.068 -0.006
H -5.8734 3.2608 -0.4883 -0.111 0.008 -0.057
H -5.6169 1.1994 -1.8641 -0.035 -0.072 -0.088
H -3.4761 -0.0539 -1.8036 -0.003 0.049 0.104
H 2.4261 4.9625 2.0388 0.108 0.184 -0.051
H 3.0158 5.2832 4.4358 0.062 0.122 0.051
H 2.3106 3.6020 6.0937 0.014 -0.057 0.044
H 1.1368 1.5549 5.3659 -0.016 -0.053 0.038
H 0.6075 1.2208 2.9474 0.016 -0.017 0.127
C 4.2395 -0.7116 1.3711 -0.508 -0.145 -0.059
C 4.2871 0.0832 0.0802 0.999 -0.416 0.329
C 5.2784 -0.5451 -0.8832 -0.157 -0.181 -0.156
C 4.6896 1.5157 0.3745 -0.473 0.440 -0.072
Si 2.4157 0.0126 -0.7217 0.036 1.070 -1.902
O 1.2151 -0.3546 0.2360 -2.023 -0.030 0.787
C 2.6878 -1.7404 -1.5960 0.141 -0.386 0.197
C 2.6138 -2.8989 -0.8522 0.086 -0.021 0.283
C 2.8546 -4.1237 -1.4589 -0.006 0.014 0.061
C 3.1548 -4.1772 -2.8089 -0.007 -0.124 -0.052
C 3.2222 -3.0115 -3.5497 -0.087 -0.056 0.001
C 2.9794 -1.7872 -2.9449 0.043 0.343 -0.209
C 1.9789 1.0507 -2.2702 0.273 -0.517 0.768
C 0.6433 1.2183 -2.6136 0.024 -0.237 0.029
C 0.2577 2.0744 -3.6284 -0.284 -0.025 0.018
C 1.2150 2.7833 -4.3360 -0.083 -0.044 0.045
C 2.5505 2.6205 -4.0138 0.119 0.100 -0.023
C 2.9258 1.7662 -2.9916 0.042 -0.056 -0.054
H 5.2221 -0.6515 1.8448 0.071 0.033 -0.029
H 4.0284 -1.7620 1.1861 0.007 -0.108 0.089
H 3.5036 -0.3088 2.0651 -0.026 -0.008 0.100
H 6.2760 -0.4627 -0.4511 0.077 0.123 0.057
H 5.2886 -0.0482 -1.8492 0.076 0.066 -0.161
H 5.0819 -1.6009 -1.0405 0.051 -0.049 -0.035
H 5.7511 1.5198 0.6224 0.135 -0.148 -0.021
H 4.1395 1.9151 1.2204 0.025 0.064 0.055
H 4.5380 2.1815 -0.4681 0.079 0.142 -0.110
H 2.3768 -2.8550 0.1993 -0.039 -0.043 0.188
H 2.8192 -5.0283 -0.8696 -0.036 -0.114 0.046
H 3.3271 -5.1291 -3.2852 0.106 -0.121 -0.040
H 3.4708 -3.0418 -4.5991 -0.015 -0.004 -0.123
H 3.0238 -0.8874 -3.5343 0.064 0.128 -0.109
H -0.1282 0.6447 -2.0750 0.046 0.085 -0.328
H -0.7910 2.1910 -3.8582 -0.098 0.033 -0.091
H 0.9177 3.4542 -5.1273 -0.008 0.055 -0.053
H 3.3068 3.1788 -4.5414 0.088 0.057 -0.124
H 3.9731 1.6651 -2.7530 0.198 0.037 0.015
N 0.4802 -6.9391 0.5013 0.183 -0.582 0.048
C 0.1501 -5.8509 0.3841 0.000 -0.070 -0.035
C -0.2417 -4.4953 0.2462 -0.297 1.019 -0.063
C -0.4292 -3.9231 -1.0136 -0.110 -0.024 0.319
C -0.7870 -2.5907 -1.0921 -0.041 -0.014 -0.272
N -0.9408 -1.8160 -0.0139 0.176 -1.387 0.132
C -0.7504 -2.3680 1.1968 -0.050 -0.071 0.270
C -0.4146 -3.6921 1.3770 0.037 -0.193 -0.317
H -0.2730 -4.5051 -1.9085 -0.051 0.017 -0.078
H -0.9504 -2.1217 -2.0548 0.068 0.020 0.031
H -0.8887 -1.7160 2.0565 0.034 -0.140 -0.156
H -0.2723 -4.0968 2.3690 -0.014 0.048 0.006
C -6.6462 -3.5645 1.1060 -0.156 -0.283 -0.046
N -5.4852 -2.7303 0.9178 -0.012 -0.067 -0.276
C -4.8776 -1.9024 1.9309 0.296 0.220 0.211
C -3.7090 -1.2944 1.1386 -0.531 -0.344 0.070
O -2.8848 -0.4960 1.5818 0.305 0.245 0.410
N -3.7223 -1.7963 -0.1056 0.312 -0.050 -0.782
C -4.7639 -2.6291 -0.2033 -0.174 0.182 0.628
N -5.0618 -3.2821 -1.3235 -0.079 -0.058 0.133
H -7.1249 -3.3019 2.0458 -0.024 -0.011 -0.045
H -6.3688 -4.6211 1.1374 -0.063 0.007 0.067
H -7.3614 -3.4085 0.2965 -0.063 0.026 0.074
H -4.5033 -2.4963 2.7720 -0.021 0.093 -0.046
H -5.5686 -1.1465 2.3145 0.116 -0.003 -0.046
H -4.4796 -3.1561 -2.1308 0.026 -0.031 -0.027
H -5.7991 -3.9644 -1.3486 -0.003 0.007 -0.092

=====

[3]
44
Properties=species:S:1:pos:R:3:forces:R:3 method="wB97M-V/def2-TZVPD" charge=+1 e_above_lowest_kj_mol=60.16 gap_ev=6.91
F -0.4219 -3.7164 1.3107 -0.518 0.421 -0.855
C -0.7130 -2.9799 0.1906 0.364 -1.359 -0.220
C -0.2886 -3.4611 -1.0559 -0.211 1.200 0.197
C -0.5416 -2.6317 -2.1769 0.199 -1.891 0.376
C -1.0915 -1.3888 -2.0125 0.318 0.704 0.315
C -1.3372 -0.9024 -0.7183 -0.084 -0.430 -0.965
C -1.2437 0.5646 -0.5062 -2.610 0.900 -1.004
C -2.4695 1.2216 0.2972 0.835 0.178 -0.168
C -3.3409 2.1926 -0.2625 1.265 -0.287 -0.072
C -4.1213 3.0015 0.5537 -0.381 -0.410 0.241
C -4.1780 2.7912 1.9286 0.851 -0.547 0.166
C -3.4161 1.7518 2.4459 -0.278 -0.524 0.721
F -3.4330 1.4769 3.7964 -0.122 0.390 -1.268
C -2.6175 0.9381 1.6561 0.455 -0.074 0.069
C -1.3719 -1.7803 0.3486 0.546 -0.210 0.086
H 0.2433 -4.4010 -1.1231 -0.133 0.017 -0.049
H -0.2904 -3.0187 -3.1684 -0.123 0.219 0.308
H -1.2570 -0.7468 -2.8754 0.219 0.026 0.212
H -1.2583 1.0725 -1.4992 -0.279 -0.587 0.501
H -3.3336 2.3625 -1.3354 0.111 0.081 0.114
H -4.7287 3.7942 0.1347 0.067 -0.094 -0.134
H -4.7320 3.4095 2.6076 -0.279 0.209 0.054
H -2.0515 0.1082 2.0979 -0.427 0.730 0.126
H -1.8492 -1.5360 1.2789 0.427 0.081 0.364
C 2.4978 0.6144 -2.9780 -0.563 -0.044 0.245
O 1.3377 0.8101 -2.1183 0.443 0.150 1.256
C 1.4529 0.5911 -0.8031 -1.019 -0.634 -1.294
C 0.1780 0.9519 -0.0056 1.619 2.517 -0.354
C 0.4793 0.7714 1.4279 -0.585 -0.063 -0.116
C 1.5597 0.1840 1.9576 0.431 -0.576 1.534
C 2.6605 -0.2581 1.1586 1.281 -0.258 -1.183
O 3.7141 -0.8668 1.7621 -2.475 1.279 -0.897
C 4.8523 -1.3162 1.0004 0.101 -0.026 -0.071
C 2.5989 0.0264 -0.2432 1.202 -0.415 -0.013
H 2.1949 1.0056 -3.9453 0.073 -0.066 0.083
H 3.3591 1.1500 -2.5890 -0.014 0.153 -0.005
H 2.7062 -0.4491 -3.0291 0.055 -0.138 -0.142
H -0.0079 2.0899 -0.2503 1.130 -1.486 0.976
H -0.3219 1.1191 2.0490 0.038 0.021 0.561
H 1.6475 -0.0179 3.0396 -0.161 0.359 -0.639
H 5.4722 -1.8280 1.7336 -0.043 0.040 -0.132
H 4.5549 -2.0142 0.2120 -0.040 0.134 0.154
H 5.4010 -0.4647 0.5878 -0.146 -0.079 0.049
H 3.5060 -0.2208 -0.8800 -1.536 0.389 0.870

=====

[4]
16
Properties=species:S:1:pos:R:3:forces:R:3 method="wB97M-V/def2-TZVPD" charge=0 smiles=CC[C@@H](O)CC#N e_above_lowest_kj_mol=91.74 gap_ev=11.59
C -1.8881 0.8797 -0.1208 -0.063 0.121 -0.050
C -0.7776 -0.0279 0.3938 0.067 -0.110 0.062
C 0.5213 0.1190 -0.3998 -0.114 -0.326 0.045
O 0.9536 1.4647 -0.4753 -0.099 0.165 -0.184
C 1.6939 -0.6164 0.2571 0.026 0.075 0.010
C 1.4740 -2.0605 0.3417 -0.226 -1.325 0.055
N 1.2836 -3.2031 0.3938 0.228 1.437 -0.063
H -2.0711 0.7325 -1.1937 0.008 -0.035 0.180
H -2.8231 0.6867 0.4120 0.100 0.017 -0.112
H -1.6419 1.9355 0.0390 -0.048 -0.135 -0.017
H -1.0998 -1.0750 0.3479 0.082 0.111 -0.012
H -0.5742 0.1949 1.4490 -0.010 0.017 -0.118
H 0.3694 -0.2967 -1.4103 0.041 0.118 0.129
H 0.3108 1.9511 -1.0057 0.139 0.015 0.117
H 1.8444 -0.2114 1.2640 -0.009 -0.081 -0.113
H 2.6059 -0.4223 -0.3161 -0.122 -0.064 0.070

=====

[5]
81
Properties=species:S:1:pos:R:3:forces:R:3 method="wB97M-V/def2-TZVPD" charge=-2 e_above_lowest_kj_mol=0.00 gap_ev=5.69
Pt -0.4740 0.3385 -0.6357 0.218 1.808 1.449
N 7.2672 1.7235 -4.1512 0.014 0.002 0.011
C 6.5492 1.4851 -2.9564 -0.023 0.013 -0.015
C 5.2739 2.0198 -2.7877 0.015 0.005 0.001
C 4.5788 1.8078 -1.6111 -0.035 0.017 -0.007
C 5.1473 1.0593 -0.5899 -0.036 0.083 0.059
C 6.4116 0.5245 -0.7493 0.045 -0.028 -0.014
C 7.1165 0.7422 -1.9255 -0.022 0.003 0.002
S 4.2268 0.8013 0.9169 0.172 0.030 -0.030
O 4.9482 -0.2050 1.6702 -0.037 -0.005 0.000
O 4.1075 2.0987 1.5504 0.030 -0.042 -0.025
N 2.7724 0.3893 0.4479 -0.237 -0.025 -0.134
C 2.5566 -0.6582 -0.3495 -0.002 -0.123 0.350
N 1.2603 -0.8758 -0.7332 -0.249 -0.620 0.036
C 0.9746 -2.0083 -1.3691 0.528 -0.110 -0.274
C 1.9342 -2.9429 -1.7151 -0.116 0.205 0.088
C 3.2351 -2.5853 -1.3969 0.016 -0.093 -0.060
N 3.5532 -1.4911 -0.7388 0.018 0.086 -0.017
H 6.6531 1.8872 -4.9356 -0.009 0.007 -0.005
H 7.9084 0.9759 -4.3711 0.000 -0.012 0.002
H 4.8076 2.5890 -3.5847 -0.005 -0.016 -0.012
H 3.5767 2.2060 -1.5079 0.045 -0.031 0.043
H 6.8250 -0.0825 0.0455 -0.011 0.006 0.005
H 8.1078 0.3183 -2.0535 -0.004 0.000 0.002
H -0.0577 -2.1410 -1.6489 -0.069 -0.065 0.000
H 1.6683 -3.8555 -2.2263 0.048 -0.012 -0.015
H 4.0689 -3.2207 -1.6916 0.010 0.015 0.019
C 2.7273 5.5926 -1.6205 -0.011 0.011 0.006
C 1.9393 4.3580 -1.2794 -0.043 0.001 -0.071
C 1.6481 4.0303 0.0369 0.018 -0.065 -0.043
C 0.9873 2.8324 0.2389 0.020 0.017 0.336
N 0.6193 2.0645 -0.7634 0.112 -0.108 -1.259
C 0.9288 2.4432 -2.0623 -0.028 -0.342 0.268
S 0.4755 1.3496 -3.2732 0.216 0.306 -0.692
N 1.5934 3.5912 -2.3074 0.011 0.090 0.070
H 2.7080 6.3220 -0.8101 -0.001 -0.013 0.006
H 2.3325 6.0399 -2.5321 0.004 0.002 0.000
H 3.7675 5.3152 -1.8072 0.007 -0.002 -0.002
H 1.9728 4.6360 0.8689 0.009 -0.013 0.014
H 0.7588 2.4637 1.2304 0.000 -0.005 -0.024
C -4.9055 -3.8076 0.4056 -0.097 -0.046 0.037
C -4.2186 -2.4433 0.3945 0.125 0.089 -0.082
C -5.0937 -1.4553 -0.3806 -0.073 0.018 -0.015
C -4.0594 -1.9378 1.8310 -0.057 -0.025 0.087
Si -2.4718 -2.4854 -0.3786 -0.028 -0.088 0.189
O -1.6774 -1.1519 -0.0795 -0.326 -0.804 -0.163
C -2.6262 -2.8287 -2.2333 0.005 -0.008 -0.035
C -2.3144 -1.7871 -3.1149 -0.008 -0.026 -0.018
C -2.3905 -1.9622 -4.4915 0.001 0.015 0.009
C -2.7888 -3.1820 -5.0187 0.006 0.017 -0.010
C -3.1111 -4.2270 -4.1624 -0.014 -0.014 -0.034
C -3.0271 -4.0474 -2.7885 -0.009 -0.026 -0.009
C -1.5186 -3.9059 0.4675 0.017 0.012 -0.021
C -1.8073 -5.2720 0.4041 0.001 -0.007 -0.061
C -1.0323 -6.2138 1.0682 -0.007 -0.027 0.001
C 0.0596 -5.8073 1.8231 0.010 0.009 0.011
C 0.3671 -4.4567 1.9061 0.020 -0.006 0.007
C -0.4138 -3.5232 1.2371 -0.033 0.013 -0.017
H -5.9175 -3.7037 0.8222 0.005 -0.015 0.000
H -4.3722 -4.5352 1.0211 0.028 0.021 0.007
H -5.0148 -4.2253 -0.6003 0.018 0.034 -0.007
H -6.0752 -1.3716 0.1084 0.006 0.006 -0.013
H -5.2639 -1.7856 -1.4097 0.031 -0.006 0.005
H -4.6482 -0.4612 -0.4188 0.037 -0.008 0.004
H -5.0451 -1.8655 2.3129 0.011 0.009 0.003
H -3.5915 -0.9521 1.8505 0.006 -0.010 -0.028
H -3.4453 -2.6145 2.4335 0.012 -0.003 -0.026
H -1.9963 -0.8268 -2.7227 0.014 -0.023 -0.014
H -2.1277 -1.1390 -5.1452 0.004 -0.005 0.002
H -2.8414 -3.3196 -6.0929 -0.009 -0.011 0.002
H -3.4217 -5.1843 -4.5674 0.003 -0.002 0.009
H -3.2749 -4.8844 -2.1440 0.016 0.015 -0.003
H -2.6515 -5.6225 -0.1800 0.007 0.000 0.012
H -1.2790 -7.2676 0.9929 0.002 0.002 0.002
H 0.6699 -6.5398 2.3394 -0.001 0.000 -0.004
H 1.2234 -4.1255 2.4819 -0.001 -0.003 -0.001
H -0.1689 -2.4676 1.2927 0.009 -0.023 0.021
F -1.9951 2.7594 -1.0957 0.154 0.044 0.009
C -2.1155 1.4602 -0.6857 -0.677 -0.050 0.027
F -2.8015 1.5813 0.5124 0.100 -0.079 0.004
F -3.0876 0.9589 -1.5402 0.074 0.032 0.045

=====

[6]
13
Properties=species:S:1:pos:R:3:forces:R:3 method="wB97M-V/def2-TZVPD" charge=0 e_above_lowest_kj_mol=256.83 gap_ev=9.63
C 0.3046 0.9743 -1.4622 -0.177 -1.512 -1.353
C -0.0004 0.2601 0.8824 1.700 -0.965 -0.863
N -0.5774 0.7287 -0.3506 -0.419 -1.749 0.680
O -0.8591 -2.1719 0.8574 -1.291 1.447 -1.979
O 1.5245 -1.8228 1.7478 -0.047 -0.208 0.921
S 0.6687 -1.5106 0.6292 -1.290 1.083 -1.158
H 0.7375 -0.1034 -1.6073 0.038 2.360 -0.247
H -0.3513 1.1610 -2.4591 1.788 0.034 2.459
H 1.0835 1.7604 -1.1782 -0.744 -0.951 -1.028
H 0.8498 0.8517 1.2150 0.358 0.075 0.191
H -0.6991 0.1182 1.6813 -0.580 0.208 0.307
H -1.2024 1.4279 -0.1040 -1.342 1.674 -0.097
H -1.4791 -1.6737 0.1482 2.005 -1.495 2.170

=====

| no. | electronic energy (eV) |
| --- | --- |
| 1 | -21682.913 |
| 2 | -82968.952 |
| 3 | -31606.249 |
| 4 | -8868.262 |
| 5 | -89756.223 |
| 6 | -18605.731 |